{
  "formula": "C30H43F5MoP2",
  "method": "ωB97M-V/def2-TZVPD",
  "elements": ["Mo", "C", "C", "C", "C", "C", "C", "H", "H", "H", "C", "H", "H", "H", "C", "H", "H", "H", "C", "H", "H", "H", "C", "H", "H", "H", "C", "C", "C", "C", "C", "C", "C", "C", "H", "H", "H", "H", "H", "H", "H", "H", "H", "H", "H", "H", "P", "P", "C", "C", "H", "H", "H", "H", "C", "H", "H", "H", "C", "H", "H", "H", "C", "H", "H", "H", "C", "H", "H", "H", "F", "C", "C", "C", "F", "C", "F", "C", "F", "C", "F"],
  "xyz": [[0.613475, 1.706723, 0.742632], [-0.667264, 3.404682, 0.084816], [-1.392182, 2.727927, 1.127838], [0.584252, 3.527190, 2.050506], [0.556632, 3.905644, 0.648098], [-0.611263, 2.790207, 2.325035], [-1.230524, 3.792013, -1.248058], [-2.112434, 3.199667, -1.514906], [-0.481443, 3.692855, -2.041537], [-1.547083, 4.845556, -1.224090], [1.472518, 4.869367, -0.033683], [1.306547, 4.863470, -1.116122], [2.523304, 4.626513, 0.155402], [1.283035, 5.883984, 0.336471], [1.446695, 4.101257, 3.130265], [1.129930, 5.130010, 3.350051], [2.498363, 4.119279, 2.837531], [1.361650, 3.521127, 4.051818], [-1.123132, 2.463614, 3.693987], [-1.485777, 3.377396, 4.183502], [-0.340749, 2.045535, 4.333325], [-1.966761, 1.770516, 3.663530], [-2.834175, 2.306898, 1.087617], [-3.478888, 3.112992, 1.473906], [-3.016647, 1.427413, 1.718626], [-3.171398, 2.087687, 0.069471], [-0.979277, -3.831055, -3.497062], [-2.191444, -3.283921, -3.653089], [-3.514192, -3.891298, -3.280598], [-3.524437, -4.870040, -2.080566], [-2.859470, -4.363218, -0.836948], [-1.558201, -4.444275, -0.526257], [-0.467117, -5.094602, -1.323688], [-0.667434, -5.151288, -2.856913], [-3.955818, -4.427692, -4.144686], [-3.103844, -5.832722, -2.396212], [-4.212589, -3.059949, -3.076346], [-1.428024, -5.905346, -3.095337], [-0.105542, -3.326496, -3.922763], [-2.283334, -2.338955, -4.196253], [0.280770, -5.520846, -3.289240], [0.472288, -4.558058, -1.099279], [-1.230206, -4.077753, 0.450831], [-0.297665, -6.131485, -0.971341], [-4.585163, -5.061400, -1.835882], [-3.554855, -3.940698, -0.104256], [-0.317824, 0.248344, -0.989395], [0.373949, -0.271793, 2.176539], [-0.025836, -1.486505, -0.380712], [0.706372, -1.633289, 0.948996], [0.507582, -2.003796, -1.187140], [-1.017845, -1.956542, -0.320855], [0.410817, -2.558017, 1.467520], [1.793895, -1.674213, 0.807355], [1.651462, -0.201449, 3.443190], [1.344438, 0.489356, 4.248083], [2.602852, 0.154718, 3.017525], [1.766884, -1.219343, 3.849315], [-1.150516, -0.799303, 3.011952], [-1.053407, -1.866055, 3.285802], [-2.029185, -0.673107, 2.354527], [-1.296489, -0.211474, 3.932286], [0.628081, 0.628866, -2.491747], [0.290117, 1.597644, -2.895612], [0.427130, -0.167775, -3.215333], [1.701279, 0.683205, -2.256244], [-2.022310, 0.234550, -1.594237], [-2.736399, 0.184909, -0.757664], [-2.161383, -0.649742, -2.244200], [-2.214332, 1.141797, -2.189928], [3.769955, 3.296695, 1.409443], [4.042599, 2.181746, 0.684409], [3.030132, 1.320625, 0.266851], [3.585410, 0.238859, -0.419062], [2.792182, -0.731229, -0.959580], [4.945149, -0.001679, -0.639692], [5.324758, -1.130547, -1.270081], [5.892560, 0.917467, -0.201172], [7.206999, 0.723080, -0.410890], [5.416645, 2.030471, 0.459852], [6.263156, 2.975097, 0.909758]],
  "atomic_forces_ev_per_a": [[3.758, -2.181, -1.357], [-0.931, 0.364, 0.692], [-0.347, 0.810, 0.076], [-0.734, 1.747, -0.371], [-0.308, 1.000, 1.412], [-0.507, 0.399, -0.130], [0.101, -0.169, -0.302], [0.254, 0.137, 0.097], [-0.193, 0.082, 0.058], [0.155, -0.250, 0.071], [0.439, -0.246, -0.240], [0.056, 0.059, 0.219], [-0.254, 0.190, -0.037], [-0.019, -0.163, -0.020], [0.607, -0.355, -0.118], [-0.039, -0.208, -0.139], [-0.244, 0.148, 0.161], [0.007, 0.098, -0.084], [0.012, -0.172, 0.171], [0.148, -0.092, -0.176], [-0.157, 0.067, -0.015], [0.163, 0.148, -0.023], [-0.049, -0.292, -0.143], [0.332, -0.147, -0.084], [0.008, 0.183, -0.215], [0.059, 0.071, 0.295], [-0.178, 0.389, -0.177], [0.360, -0.255, -0.269], [-0.449, 0.040, 0.232], [-0.545, -0.281, -0.326], [0.362, 0.111, 0.414], [-0.641, -0.212, 0.070], [0.364, -0.070, -0.217], [0.392, -0.535, 0.013], [0.287, 0.313, 0.258], [-0.263, 0.303, 0.240], [0.154, -0.294, -0.003], [0.396, 0.286, -0.034], [-0.303, 0.124, 0.152], [0.206, -0.176, 0.060], [-0.436, 0.071, 0.165], [-0.161, -0.168, -0.137], [-0.228, -0.082, -0.073], [-0.103, 0.444, -0.015], [0.443, -0.014, -0.150], [0.354, 0.072, -0.093], [-0.233, -0.766, 0.050], [-0.545, -0.506, -0.677], [-0.306, 0.154, -0.396], [0.512, 0.075, 0.736], [-0.072, -0.063, 0.204], [0.162, 0.143, -0.115], [0.087, 0.093, -0.283], [-0.282, 0.039, 0.028], [0.309, -0.150, 0.214], [0.083, -0.360, -0.319], [-0.315, -0.234, 0.127], [0.124, 0.368, 0.037], [-0.260, 0.042, 0.215], [-0.032, 0.460, -0.127], [0.394, -0.109, 0.276], [0.008, -0.331, -0.394], [0.388, 0.164, 0.141], [0.061, -0.406, 0.122], [0.121, 0.127, -0.029], [-0.470, -0.053, -0.317], [-0.445, 0.049, -0.017], [0.238, -0.096, -0.380], [0.119, 0.290, 0.285], [0.042, -0.378, 0.241], [-0.311, -0.273, -0.211], [0.644, 0.458, 0.288], [-1.095, 0.184, 0.273], [0.424, -0.612, -0.306], [-0.174, 0.204, 0.247], [-0.181, -0.537, -0.259], [-0.232, 0.880, 0.398], [0.831, -0.419, -0.305], [-1.427, 0.217, 0.232], [0.059, 0.777, 0.425], [-0.553, -0.724, -0.309]],
  "mulliken_charge": [-1.85, 1.35, 0.45, 0.51, 0.47, 1.05, -1.53, 0.30, 0.38, 0.38, -1.49, 0.43, 0.19, 0.37, -1.65, 0.37, 0.27, 0.41, -1.69, 0.39, 0.43, 0.42, -1.67, 0.29, 0.37, 0.42, -0.32, -0.54, -0.68, -0.99, -0.25, -0.48, -0.45, -0.93, 0.33, 0.33, 0.31, 0.29, 0.45, 0.64, 0.43, 0.21, 0.57, 0.42, 0.41, 0.39, 1.61, 1.07, -1.10, -0.76, 0.62, 0.27, 0.70, 0.41, -1.30, 0.31, 0.34, 0.50, -1.42, 0.53, 0.28, 0.44, -1.33, 0.37, 0.48, 0.38, -1.16, 0.36, 0.16, 0.42, -0.38, 1.13, -0.53, 0.58, -0.31, -0.17, -0.26, 1.00, -0.25, -0.24, -0.27],
  "s2": 2.031,
  "homo_lumo_gap_ev": [4.94, 5.20],
  "multiplicity": 3,
  "relative_energy_ev": 0.0000,
  "energy_ha": -2418.5305,
  "charge": 2,
  "max_force_ha_per_bohr": 0.08851
}